No. 1
DFT (ωB97M-V/def2-TZVPD) results for an isolated molecule of C19H18N4OS.

Properties
* electronic energy: -1427.24069 hartree
* lowest unoccupied orbital energy: -0.153 eV
* energy relative to the best compared isomer or geometry (same formula, charge and spin): 158.22 kJ/mol
* structure (SMILES): C=CCN1C(=O)/C(=N\N=C(\S)Nc2cccc(C)c2)c2ccccc21
* HOMO: -8.0 eV
* Kohn-Sham gap: 7.9 eV

Geometry as ORCA input:
```
! wB97M-V def2-TZVPD RIJCOSX def2/J DEFGRID3
* xyz 0 1
C -2.629 -4.406 0.538
C -2.835 -3.113 0.382
C -2.034 -2.048 1.076
N -1.430 -1.140 0.130
C -0.102 -1.185 -0.210
O 0.714 -1.947 0.275
C 0.108 -0.103 -1.219
N 1.211 0.334 -1.709
N 2.377 -0.211 -1.502
C 3.055 -0.318 -0.434
S 4.592 -1.184 -0.529
N 2.824 0.263 0.783
C 1.711 1.084 1.034
C 1.497 2.216 0.253
C 0.360 2.975 0.457
C -0.553 2.622 1.433
C -0.330 1.515 2.244
C -1.315 1.149 3.312
C 0.813 0.757 2.043
C -1.185 0.504 -1.435
C -1.597 1.560 -2.226
C -2.923 1.960 -2.149
C -3.810 1.321 -1.295
C -3.407 0.260 -0.493
C -2.090 -0.143 -0.573
H -3.220 -5.143 0.021
H -1.861 -4.781 1.193
H -3.601 -2.748 -0.290
H -1.217 -2.501 1.644
H -2.674 -1.473 1.756
H 4.364 -1.678 -1.739
H 3.213 -0.233 1.573
H 2.208 2.482 -0.513
H 0.183 3.845 -0.157
H -1.449 3.209 1.570
H -2.333 1.234 2.936
H -1.216 1.826 4.161
H -1.149 0.134 3.666
H 0.998 -0.119 2.649
H -0.895 2.051 -2.880
H -3.271 2.781 -2.757
H -4.836 1.653 -1.248
H -4.109 -0.222 0.171
*
```



No. 2
DFT (ωB97M-V/def2-TZVPD) results for a structure of composition C10H26MnOSi2.

Properties
* electronic energy: -2201.05020 hartree
* lowest unoccupied orbital energy (alpha / beta): -13.047 / -12.877 eV
* expectation value of S²: 8.764
* HOMO (alpha / beta): -14.7 / -14.7 eV
* Kohn-Sham gap (alpha / beta): 1.6 / 1.8 eV

Geometry as ORCA input:
```
! wB97M-V def2-TZVPD RIJCOSX def2/J DEFGRID3
* xyz 2 6
C -0.496 -3.136 2.412
C 0.150 -2.575 1.109
C -1.000 -2.116 0.146
C -0.606 -2.269 -1.366
C -1.210 -1.061 -2.163
C -0.153 -0.165 -2.879
C 1.083 0.237 -2.009
C 1.008 1.765 -1.680
C 2.170 2.273 -0.779
C 2.310 1.540 0.595
Si 0.696 1.278 1.534
O 0.094 2.771 2.221
Si -1.558 2.611 2.528
H 0.314 -3.435 3.100
H -1.073 -2.338 2.920
H -1.199 -3.963 2.216
H 0.793 -1.719 1.399
H 0.818 -3.299 0.612
H -1.889 -2.744 0.344
H -1.279 -1.074 0.393
H -1.006 -3.220 -1.744
H 0.489 -2.293 -1.502
H -1.859 -1.504 -2.951
H -1.875 -0.411 -1.561
H 0.122 -0.683 -3.817
H -0.642 0.779 -3.195
H 1.231 -0.387 -1.111
H 1.988 0.111 -2.633
H 1.129 2.275 -2.658
H -0.004 2.063 -1.325
H 3.105 2.081 -1.340
H 2.078 3.369 -0.685
H 2.937 2.197 1.239
H 2.891 0.602 0.510
H -0.389 0.674 0.722
H 0.921 0.358 2.654
H -1.815 1.411 3.341
H -2.255 2.368 1.202
H -2.126 3.822 3.188
Mn -3.893 3.810 1.015
*
```